Here is a single C5H5NOS molecule from the OMol25 dataset. Energies are from the ωB97M-V functional and the def2-TZVPD basis.

Output
structure (SMILES) = CSC1=CC=NC1=O
gap between HOMO and LUMO = 0.2856 Ha
LUMO = -1.00 eV

```
! RIJCOSX wB97M-V def2-TZVPD def2/J DEFGRID3
* xyz 0 1
C -1.5997 -0.8164 1.7536
S -1.8281 -0.1520 0.1089
C -0.2276 0.3273 -0.3515
C 0.1057 0.9589 -1.4813
C 1.6096 0.9032 -1.5789
N 2.2159 0.2633 -0.6332
C 1.1313 -0.1771 0.2189
O 1.3328 -0.8059 1.2121
H -0.9400 -0.1716 2.3754
H -1.1790 -1.8617 1.7386
H -2.6184 -0.8174 2.2364
H -0.4909 1.4206 -2.2830
H 2.1890 1.2911 -2.4402
*
```